No. 1
# CHAgO2

A structure of composition CHAgO2 (wB97M-V/def2-TZVPD, the OMol25 dataset).

Output
Energy above the lowest of the compared OMol25 structures with the same formula, charge and spin, eV: 0.000
Strongest force on any atom, eV/A: 4.1
HOMO level (spin up / spin down), eV: -15.0 / -17.1
Orbital gap (spin up / spin down), eV: 8.1 / 10.0

Geometry as ORCA input:
```
! RIJCOSX wB97M-V def2-TZVPD def2/J DEFGRID3
* xyz 1 2
O -1.81 0.21 -0.09
C -0.72 0.68 0.08
O 0.27 -0.19 0.13
Ag 2.56 0.39 -0.06
H -0.30 -1.08 -0.06
*
```

No. 2
# C26H42BClI2N2O8P3S

A structure of composition C26H42BClI2N2O8P3S (wB97M-V/def2-TZVPD, the OMol25 dataset).

Output
Strongest force on any atom, eV/A: 1.0
HOMO level, eV: -10.5
Orbital gap, eV: 6.8

Geometry as ORCA input:
```
! RIJCOSX wB97M-V def2-TZVPD def2/J DEFGRID3
* xyz 1 1
C 7.50 -3.13 1.16
O 7.68 -1.87 1.77
C 6.50 -1.14 2.04
C 6.42 0.11 1.16
C 5.67 -0.08 -0.16
C 4.17 -0.32 0.00
C 3.41 0.86 0.69
C 2.21 1.33 -0.08
C 2.43 2.16 -1.19
B 3.93 2.54 -1.59
C 4.74 3.66 -0.85
O 4.46 1.83 -2.62
C 1.35 2.63 -1.92
P 1.63 3.75 -3.36
P 2.22 5.58 -2.31
O 2.13 5.38 -0.87
O 1.24 6.71 -2.88
O 3.59 6.08 -2.92
C 0.04 2.28 -1.59
C -1.05 2.88 -2.47
I -2.78 3.71 -1.51
C -1.28 2.16 -3.85
C -0.34 0.99 -4.13
I -3.31 1.61 -4.33
N -0.15 1.44 -0.54
C -1.51 0.98 -0.15
C -2.28 0.19 -1.20
C -2.50 -1.23 -0.71
O -1.56 -1.90 -0.32
N -3.81 -1.72 -0.79
C -4.72 -1.41 0.26
C -5.61 -2.38 0.68
C -6.50 -2.13 1.70
C -6.50 -0.89 2.33
C -5.63 0.09 1.90
C -4.74 -0.16 0.87
C 0.90 0.98 0.23
P 0.48 -0.13 1.72
O 1.67 -1.22 1.56
Cl 1.21 1.11 3.16
H 7.44 -3.04 0.07
H 6.61 -3.64 1.54
H 8.36 -3.75 1.40
H 5.62 -1.77 1.93
H 6.54 -0.84 3.09
H 7.45 0.37 0.91
H 6.03 0.96 1.73
H 6.09 -0.95 -0.66
H 5.88 0.77 -0.81
H 3.72 -0.56 -0.96
H 4.03 -1.21 0.62
H 3.15 0.53 1.68
H 4.10 1.69 0.82
H 4.92 4.51 -1.51
H 5.70 3.27 -0.52
H 4.22 4.06 0.02
H 5.32 2.18 -2.87
H 2.80 3.24 -3.93
H 0.33 6.59 -2.56
H 3.47 6.82 -3.53
H -0.62 3.83 -2.76
H -1.09 2.92 -4.61
H -0.70 0.45 -5.01
H 0.65 1.37 -4.40
H -0.23 0.29 -3.31
H -1.40 0.31 0.70
H -2.06 1.82 0.25
H -3.24 0.64 -1.44
H -1.73 0.08 -2.13
H -3.78 -2.72 -0.97
H -5.61 -3.35 0.18
H -7.18 -2.91 2.01
H -7.19 -0.71 3.14
H -5.62 1.06 2.37
H -4.09 0.64 0.56
H 1.30 -2.05 1.23
C -8.01 -5.35 4.92
S -7.26 -5.82 3.36
O -7.81 -4.90 2.32
C -8.13 -7.38 3.18
H -7.62 -4.36 5.18
H -9.09 -5.31 4.80
H -7.73 -6.07 5.68
H -9.20 -7.19 3.18
H -7.84 -8.04 4.00
H -7.83 -7.82 2.23
*
```

No. 3
# C15H31N4O5

A cluster of 3 separate species, C15H31N4O5 in total (wB97M-V/def2-TZVPD, the OMol25 dataset).

Output
Strongest force on any atom, eV/A: 9.7
HOMO level, eV: -11.5
Orbital gap, eV: 7.0

Geometry as ORCA input:
```
! RIJCOSX wB97M-V def2-TZVPD def2/J DEFGRID3
* xyz 1 1
C 0.67 -3.29 1.19
C 2.06 -2.81 1.97
O 2.08 -2.63 3.29
O 3.26 -2.68 1.08
C 3.91 -1.37 1.29
O 5.01 -1.36 2.09
C 3.31 0.05 0.65
N 2.65 0.77 1.83
C 1.18 0.52 2.13
C 1.03 1.48 3.47
N 2.37 2.11 3.76
C 3.42 1.69 2.75
H 0.36 -2.40 0.45
H -0.21 -3.54 1.95
H 0.99 -4.25 0.57
H 4.14 0.69 0.12
H 2.46 -0.15 -0.13
H 0.41 -0.15 1.57
H 0.05 1.66 4.09
H 2.69 2.76 4.54
H 4.56 1.94 2.65
C -0.60 -3.87 -5.00
C 0.20 -2.89 -4.14
C 0.62 -3.47 -2.77
O -0.43 -3.53 -1.81
C -1.30 -4.64 -1.95
N -0.57 -1.65 -3.99
H -1.64 -3.96 -4.67
H -0.63 -3.53 -6.04
H -0.15 -4.86 -4.98
H 1.12 -2.66 -4.70
H 1.37 -2.80 -2.34
H 1.10 -4.45 -2.88
H -0.77 -5.54 -2.30
H -2.12 -4.40 -2.63
H -1.74 -4.86 -0.97
H 0.01 -0.96 -3.50
H -1.33 -1.84 -3.32
C -2.69 5.72 0.61
C -3.25 4.60 1.49
C -2.16 3.67 2.07
O -1.63 2.73 1.13
C -0.63 3.26 0.27
N -4.25 3.85 0.72
H -2.40 5.37 -0.39
H -3.44 6.50 0.46
H -1.82 6.19 1.07
H -3.75 5.09 2.33
H -2.63 3.07 2.86
H -1.36 4.24 2.55
H -0.01 4.02 0.77
H -1.10 3.68 -0.62
H 0.02 2.44 -0.05
H -4.70 3.17 1.35
H -3.75 3.26 0.05
*
```

No. 4
# CH15NO5

A cluster of 6 separate species, CH15NO5 in total (wB97M-V/def2-TZVPD, the OMol25 dataset).

Output
Energy above the lowest of the compared OMol25 structures with the same formula, charge and spin, eV: 1.253
Strongest force on any atom, eV/A: 2.5
HOMO level, eV: -10.0
Orbital gap, eV: 10.5
SMILES: CN.O.O.O.O.O

Geometry as ORCA input:
```
! RIJCOSX wB97M-V def2-TZVPD def2/J DEFGRID3
* xyz 0 1
C 2.38 -1.87 0.35
N 2.01 -0.70 -0.49
H 3.32 -1.61 0.87
H 1.68 -1.96 1.17
H 2.62 -2.70 -0.28
H 2.74 -0.54 -1.17
H 2.14 0.10 0.12
O -0.34 0.48 2.33
H -0.14 -0.05 1.54
H -0.32 -0.18 3.00
O 1.04 3.89 -0.57
H 1.16 4.76 -0.97
H 0.11 3.69 -0.72
O -0.86 -1.59 0.14
H -0.22 -1.19 -0.46
H -0.73 -2.54 0.19
O -2.49 -3.27 -2.65
H -2.03 -3.71 -1.93
H -2.11 -3.78 -3.37
O -1.53 2.89 0.81
H -1.81 3.56 1.44
H -1.21 2.16 1.36
*
```

No. 5
# C15H58N10O14

A cluster of 14 separate species, C15H58N10O14 in total (wB97M-V/def2-TZVPD, the OMol25 dataset).

Output
Energy above the lowest of the compared OMol25 structures with the same formula, charge and spin, eV: 3.509
Strongest force on any atom, eV/A: 10.3
HOMO level, eV: -8.9
Orbital gap, eV: 8.2

Geometry as ORCA input:
```
! RIJCOSX wB97M-V def2-TZVPD def2/J DEFGRID3
* xyz 0 1
C -2.51 -0.53 -2.70
C -3.08 -1.85 -2.33
O -4.46 -1.87 -2.26
H -1.43 -0.68 -2.68
H -2.76 0.20 -1.99
H -2.87 -0.26 -3.69
H -2.83 -2.06 -1.33
H -2.79 -2.67 -2.95
H -4.87 -1.76 -3.11
C 3.18 0.63 1.14
O 4.53 0.71 1.26
N 2.66 0.96 0.05
N 2.27 0.28 2.00
H 3.28 1.13 -0.75
H 1.68 0.93 -0.18
H 2.66 -0.18 2.86
H 1.28 0.08 1.69
C 2.24 -3.38 1.19
O 2.30 -4.36 0.17
N 1.80 -3.63 2.37
N 2.75 -2.22 1.05
H 1.48 -4.62 2.43
H 2.16 -3.12 3.22
H 3.09 -2.03 0.14
H 2.37 -1.37 1.59
C 0.00 -0.49 -0.10
O 0.17 -1.63 -0.83
N -0.05 -0.54 1.21
N -0.04 0.68 -0.60
H -0.13 -1.53 1.71
H -0.75 0.06 1.57
H -0.09 0.76 -1.63
H -0.38 1.49 -0.07
C 1.85 3.69 2.60
O 1.86 4.89 3.34
N 1.23 2.60 2.97
N 2.48 3.61 1.50
H 0.56 2.47 3.74
H 1.51 1.67 2.51
H 2.80 4.51 1.05
H 2.58 2.74 0.92
C -1.39 -2.56 3.64
O -2.80 -2.35 3.66
N -0.70 -2.71 2.53
N -0.62 -2.70 4.68
H -1.37 -2.98 1.76
H 0.28 -3.07 2.36
H -1.08 -2.59 5.53
H 0.38 -2.53 4.66
C 2.95 -1.78 -2.24
O 4.14 -1.79 -1.51
H 3.14 -1.56 -3.26
H 2.22 -1.04 -1.96
H 2.43 -2.79 -2.28
H 4.83 -1.69 -2.19
C 1.16 2.72 -3.72
O 1.67 1.53 -3.11
H 1.83 3.25 -4.42
H 0.90 3.54 -2.97
H 0.36 2.53 -4.39
H 2.54 1.72 -2.68
C 0.17 -0.08 -5.54
O 1.12 -0.62 -4.66
H -0.85 0.08 -5.15
H 0.08 -0.74 -6.37
H 0.43 0.90 -5.96
H 1.17 0.11 -4.04
C -2.26 2.98 -2.50
O -2.70 4.25 -2.97
H -2.53 2.78 -1.48
H -1.15 2.98 -2.54
H -2.60 2.13 -3.11
H -2.07 4.98 -2.65
C -3.27 0.41 0.78
O -2.64 0.01 1.92
H -4.28 0.76 1.02
H -3.32 -0.27 -0.08
H -2.67 1.23 0.32
H -3.00 -0.83 2.15
C -0.63 4.01 0.10
O -0.66 2.87 0.97
H -1.64 4.36 -0.06
H -0.10 3.87 -0.84
H -0.08 4.73 0.70
H 0.15 2.88 1.47
C -1.24 -4.14 -0.15
O -2.21 -3.49 0.64
H -1.38 -5.19 0.03
H -0.21 -3.85 0.00
H -1.37 -4.16 -1.18
H -3.06 -3.61 0.19
C -0.90 0.66 4.48
O 0.18 1.37 5.08
H -1.46 1.32 3.80
H -1.66 0.28 5.21
H -0.58 -0.10 3.79
H 0.71 0.68 5.51
*
```

No. 6
# C25H28N8OSeSiTc

A structure of composition C25H28N8OSeSiTc (wB97M-V/def2-TZVPD, the OMol25 dataset).

Output
Energy above the lowest of the compared OMol25 structures with the same formula, charge and spin, eV: 0.000
Strongest force on any atom, eV/A: 0.4
HOMO level (spin up / spin down), eV: -13.6 / -13.7
Orbital gap (spin up / spin down), eV: 6.6 / 6.3

Geometry as ORCA input:
```
! RIJCOSX wB97M-V def2-TZVPD def2/J DEFGRID3
* xyz 2 4
Tc -1.84 -0.13 0.83
N -3.88 0.10 -2.96
C -3.58 -0.19 -1.72
N -2.48 0.24 -1.12
C -1.58 1.06 -1.82
N -0.57 1.54 -1.17
N -0.60 1.12 0.13
C 0.53 1.62 0.94
C 0.19 1.30 2.37
C 0.89 1.83 3.44
C 0.54 1.48 4.73
C -0.53 0.61 4.94
C -1.20 0.12 3.84
N -0.84 0.46 2.58
C -1.85 1.36 -3.22
C -1.00 2.14 -4.00
C -1.33 2.40 -5.31
C -2.52 1.91 -5.86
C -3.38 1.14 -5.10
C -3.03 0.88 -3.78
H -4.74 -0.25 -3.35
H -4.28 -0.80 -1.16
H 0.57 2.70 0.81
H 1.71 2.51 3.25
H 1.08 1.89 5.57
H -0.84 0.32 5.93
H -2.05 -0.53 3.94
H -0.09 2.53 -3.57
H -0.67 3.01 -5.92
H -2.77 2.13 -6.89
H -4.30 0.76 -5.52
N 1.25 -6.49 -0.38
C 1.05 -5.80 0.75
O 1.49 -6.08 1.84
C 0.25 -4.52 0.63
C 0.43 -3.60 -0.40
C -0.24 -2.40 -0.35
N -1.08 -2.10 0.65
C -1.28 -2.99 1.64
C -0.62 -4.20 1.67
H 1.78 -7.35 -0.32
H 0.76 -6.30 -1.23
H 1.11 -3.80 -1.21
H -0.09 -1.63 -1.10
H -2.00 -2.72 2.40
H -0.77 -4.89 2.49
Se -6.32 -1.14 2.36
C -4.70 -0.93 1.88
N -3.55 -0.80 1.54
C 2.94 3.70 -0.20
Si 3.43 2.03 0.46
C 4.59 1.16 -0.70
C 4.20 2.18 2.15
C 1.85 0.95 0.49
H 3.82 4.26 -0.50
H 2.41 4.31 0.54
H 2.30 3.62 -1.09
H 5.54 1.70 -0.78
H 4.17 1.09 -1.71
H 4.82 0.14 -0.36
H 5.25 2.47 2.04
H 4.19 1.24 2.71
H 3.73 2.95 2.76
H 2.02 0.04 1.07
H 1.72 0.65 -0.55
*
```

No. 7
# C5H13NS

The molecule C5H13NS (wB97M-V/def2-TZVPD, the OMol25 dataset).

Output
Energy above the lowest of the compared OMol25 structures with the same formula, charge and spin, eV: 0.566
Strongest force on any atom, eV/A: 1.7
HOMO level, eV: -9.0
Orbital gap, eV: 10.0
SMILES: CCCNCCS

Geometry as ORCA input:
```
! RIJCOSX wB97M-V def2-TZVPD def2/J DEFGRID3
* xyz 0 1
C -0.41 -0.83 -2.84
C -1.11 0.23 -2.00
C -1.10 -0.21 -0.52
N 0.15 0.27 0.13
C 0.08 0.17 1.58
C 1.50 0.46 2.10
S 1.89 0.25 3.83
H 0.53 -1.08 -2.35
H -1.01 -1.74 -2.93
H -0.15 -0.48 -3.84
H -0.60 1.19 -2.04
H -2.16 0.42 -2.27
H -1.13 -1.30 -0.45
H -1.90 0.23 0.07
H 0.94 -0.28 -0.19
H -0.18 -0.82 2.00
H -0.54 0.95 2.01
H 2.13 -0.30 1.61
H 1.73 1.50 1.84
H 1.35 1.38 4.28
*
```

No. 8
# C4H12NO

A structure of composition C4H12NO (wB97M-V/def2-TZVPD, the OMol25 dataset).

Output
Energy above the lowest of the compared OMol25 structures with the same formula, charge and spin, eV: 7.666
Strongest force on any atom, eV/A: 2.7
HOMO level, eV: -14.5
Orbital gap, eV: 5.8

Geometry as ORCA input:
```
! RIJCOSX wB97M-V def2-TZVPD def2/J DEFGRID3
* xyz 1 1
C 0.92 1.82 0.23
O -1.02 1.82 -1.58
C 0.59 0.51 0.21
C 0.88 -0.47 1.31
C 0.67 -1.91 0.88
N -1.49 -0.48 -1.06
H 1.83 2.15 0.71
H 0.28 2.52 -0.32
H -1.59 2.38 -2.13
H 0.03 0.11 -0.65
H 1.89 -0.25 1.64
H 0.24 -0.24 2.16
H 0.62 -2.56 1.75
H -0.27 -2.03 0.32
H 1.47 -2.28 0.27
H -2.27 -0.83 -0.49
H -1.32 -1.11 -1.86
H -1.44 0.86 -1.38
*
```

No. 9
# C43H48HgN5O4S

A structure of composition C43H48HgN5O4S (wB97M-V/def2-TZVPD, the OMol25 dataset).

Output
Energy above the lowest of the compared OMol25 structures with the same formula, charge and spin, eV: 0.000
Strongest force on any atom, eV/A: 0.4
HOMO level (spin up / spin down), eV: 0.4 / -2.4
Orbital gap (spin up / spin down), eV: 4.1 / 6.9

Geometry as ORCA input:
```
! RIJCOSX wB97M-V def2-TZVPD def2/J DEFGRID3
* xyz -2 2
Hg -0.38 0.99 0.33
C 1.80 5.22 0.49
C 2.62 3.99 0.09
C 4.09 4.15 0.49
C 2.49 3.68 -1.38
C 2.74 4.68 -2.31
C 2.61 4.47 -3.67
C 2.20 3.22 -4.11
C 1.95 2.18 -3.22
C 1.49 0.85 -3.79
C 2.31 -0.36 -3.34
C 0.00 0.62 -3.53
C 2.10 2.40 -1.83
N 1.79 1.38 -0.93
C 2.80 0.77 -0.31
O 4.02 0.98 -0.49
C 2.39 -0.29 0.67
C 3.31 -1.13 1.24
C 2.89 -2.14 2.15
C 1.52 -2.28 2.39
C 0.61 -1.45 1.78
N 1.05 -0.43 0.95
C -0.87 -1.66 1.90
O -1.31 -2.50 2.70
N -1.60 -0.92 1.04
C -2.99 -1.09 1.00
C -3.83 -0.31 1.81
C -5.21 -0.47 1.72
C -5.77 -1.37 0.84
C -4.94 -2.11 0.01
C -3.56 -1.99 0.07
C -2.74 -2.82 -0.90
C -1.84 -3.86 -0.23
C -1.93 -1.97 -1.88
C -3.25 0.70 2.78
C -3.13 0.10 4.18
C -4.03 2.02 2.81
H 1.82 5.36 1.57
H 0.76 5.11 0.19
H 2.19 6.13 0.02
H 2.22 3.14 0.65
H 4.54 5.00 -0.04
H 4.64 3.24 0.23
H 4.18 4.34 1.56
H 3.05 5.66 -1.96
H 2.81 5.26 -4.38
H 2.09 3.03 -5.17
H 1.62 0.94 -4.88
H 2.00 -0.70 -2.35
H 3.37 -0.11 -3.28
H 2.18 -1.18 -4.05
H -0.18 0.55 -2.46
H -0.34 -0.32 -3.98
H -0.60 1.44 -3.94
H 4.35 -0.98 0.97
H 3.61 -2.81 2.60
H 1.12 -3.06 3.02
H -5.86 0.13 2.35
H -6.85 -1.49 0.78
H -5.37 -2.81 -0.70
H -3.48 -3.37 -1.50
H -0.94 -3.41 0.19
H -1.52 -4.61 -0.97
H -2.36 -4.37 0.58
H -1.12 -1.45 -1.36
H -2.56 -1.22 -2.37
H -1.48 -2.60 -2.65
H -2.24 0.94 2.45
H -4.13 -0.12 4.58
H -2.64 0.81 4.85
H -2.56 -0.82 4.15
H -5.03 1.89 3.23
H -4.14 2.44 1.81
H -3.50 2.74 3.43
C 4.78 0.98 4.02
C 3.48 1.72 4.02
C 3.43 3.10 4.09
C 2.22 3.79 3.99
C 1.06 3.07 3.85
C 1.07 1.68 3.83
C 2.27 1.01 3.92
S -0.49 3.87 3.52
O -1.44 3.40 4.50
O -0.29 5.30 3.47
N -0.74 3.21 2.09
C -1.43 3.68 1.07
C -2.09 4.94 0.97
C -2.72 5.28 -0.19
C -2.73 4.41 -1.29
C -2.08 3.21 -1.15
N -1.46 2.85 -0.02
H 5.63 1.67 3.94
H 4.82 0.29 3.17
H 4.90 0.38 4.93
H 4.36 3.66 4.17
H 2.18 4.87 3.99
H 0.15 1.12 3.71
H 2.29 -0.07 3.85
H -2.06 5.61 1.82
H -3.22 6.24 -0.26
H -3.22 4.66 -2.22
H -2.03 2.49 -1.95
*
```